No. 1
# C29H37N3OS2Tl

A molecular structure, C29H37N3OS2Tl (the ωB97M-V functional and the def2-TZVPD basis, OMol25).

Kohn-Sham gap: 1.38 eV
Charge: +3
HOMO level: -15.00 eV
DFT total energy: -63507.84152 eV

Each line ends with the Löwdin charge.
Cartesian coordinates (Å):
C: -1.5383 1.1211 5.2278  -0.080
O: -2.4402 2.2128 5.5447  -0.141
C: -2.5677 3.1601 4.4544  -0.175
C: -4.1283 3.1926 4.0264  -0.132
C: -4.3983 3.0518 2.4451  -0.195
C: -3.5187 1.9086 1.7129  -0.228
C: -4.2553 1.2389 0.4372  -0.204
C: -4.4878 2.2473 -0.7985  -0.187
C: -3.4265 2.1101 -2.0022  -0.176
C: -3.3212 0.6381 -2.6491  -0.137
C: -1.8299 0.0229 -2.7035  -0.381
C: -1.3926 -0.3959 -1.2211  -0.158
N: -0.8490 -0.5396 -0.1418  0.135
C: -1.9630 -1.3843 -3.5448  -0.103
C: -2.4961 -2.5138 -2.5453  -0.176
N: -3.1001 -3.2818 -1.8193  0.143
C: -0.7516 0.9144 -3.5032  -0.136
C: 0.1067 1.9297 -2.5921  -0.221
C: 1.7007 1.5681 -2.6507  -0.388
S: 1.9675 -0.0235 -1.6892  0.932
C: 3.5153 0.0688 -0.6921  -0.978
S: 3.9413 1.5819 -0.0511  0.779
N: 4.4092 -1.0774 -0.3688  -0.080
C: 4.4202 -2.0985 -1.4101  -0.061
C: 4.3238 -3.6719 -1.1066  0.079
C: 4.3583 -4.7403 -2.2684  0.044
C: 4.4769 -4.3374 -3.7889  0.107
C: 4.5916 -2.7881 -4.1125  0.023
C: 4.5784 -1.7337 -2.9730  0.066
C: 4.0878 -1.6173 0.9786  -0.185
C: 2.6150 -1.7461 1.5071  0.062
C: 2.3420 -2.3713 2.9225  0.032
C: 3.5591 -2.8609 3.7806  0.007
C: 5.0391 -2.7148 3.2923  -0.309
C: 5.3360 -2.0874 1.8459  -0.079
H: -1.4595 0.8745 4.1126  0.093
H: -0.5070 1.3602 5.7167  0.123
H: -1.9320 0.1933 5.8076  0.122
H: -1.8338 3.0006 3.5904  0.120
H: -2.3208 4.2043 4.9083  0.159
H: -4.7645 2.4011 4.5876  0.139
H: -4.5560 4.2224 4.3544  0.129
H: -4.2352 4.0247 1.8467  0.116
H: -5.5056 2.7597 2.3017  0.131
H: -2.4431 2.2666 1.4565  0.107
H: -3.3972 1.0500 2.4900  0.113
H: -5.3021 0.9016 0.8129  0.126
H: -3.6895 0.2758 0.1799  0.084
H: -4.3513 3.3205 -0.3692  0.114
H: -5.5859 2.2021 -1.1516  0.128
H: -2.4168 2.5420 -1.6437  0.100
H: -3.7838 2.8260 -2.8464  0.128
H: -3.9388 -0.0665 -1.9591  0.129
H: -3.7773 0.5375 -3.6968  0.135
H: -2.6063 -1.2286 -4.4788  0.141
H: -0.9094 -1.7360 -3.8894  0.119
H: -1.3520 1.5182 -4.2936  0.154
H: -0.0513 0.2277 -4.1032  0.109
H: 0.0302 2.9721 -3.1040  0.142
H: -0.2819 2.0771 -1.5262  0.108
H: 1.9432 1.3428 -3.7666  0.112
H: 2.3678 2.4340 -2.2966  0.086
H: 4.2426 -4.0971 -0.0504  0.113
H: 4.3046 -5.8471 -1.9893  0.128
H: 4.5041 -5.1693 -4.5751  0.143
H: 4.6790 -2.4422 -5.2149  0.137
H: 4.6481 -0.6234 -3.2329  0.120
H: 1.7351 -1.3819 0.8418  0.093
H: 1.2499 -2.4845 3.2933  0.137
H: 3.3442 -3.3310 4.8136  0.135
H: 5.9313 -3.0559 3.9472  0.008
H: 6.4000 -1.9594 1.3995  0.117
Tl: 6.5823 -1.1212 4.1073  1.104

***

No. 2
# C4H8O2

A single C4H8O2 molecule (the ωB97M-V functional and the def2-TZVPD basis, OMol25).

Kohn-Sham gap: 11.67 eV
HOMO level: -10.67 eV
DFT total energy: -8372.66403 eV
ΔE to the lowest compared entry with this formula, charge and spin: 14.24 kcal per mole
SMILES: CCCOC=O

Each line ends with the natural charge from an NBO analysis.
Cartesian coordinates (Å):
C: -2.1048 0.0318 -0.1581  -0.607
C: -0.7815 0.5906 0.3611  -0.416
C: 0.3800 -0.0930 -0.3335  -0.083
O: 1.6186 0.4785 0.1291  -0.507
C: 2.6599 -0.3461 0.2303  0.650
O: 2.6195 -1.5495 0.2115  -0.588
H: -2.1636 -1.0469 0.0265  0.206
H: -2.9595 0.5088 0.3306  0.217
H: -2.1976 0.1903 -1.2390  0.204
H: -0.6890 0.4262 1.4409  0.207
H: -0.7236 1.6724 0.1913  0.206
H: 0.3913 -1.1713 -0.1520  0.209
H: 0.3595 0.0864 -1.4149  0.181
H: 3.5909 0.2218 0.3762  0.120

***

No. 3
# C5H6O2

A single C5H6O2 molecule (the ωB97M-V functional and the def2-TZVPD basis, OMol25).

Kohn-Sham gap: 10.51 eV
HOMO level: -9.74 eV
DFT total energy: -9373.61480 eV
ΔE to the lowest compared entry with this formula, charge and spin: 80.27 kcal per mole
SMILES: O=C1CC2(CO2)C1

Each line ends with the natural charge from an NBO analysis.
Cartesian coordinates (Å):
O: 2.5239 0.5233 1.1126  -0.499
C: 1.4840 0.2686 0.5741  0.619
C: 0.3673 -0.7465 0.8640  -0.556
C: -0.3687 -0.1646 -0.3124  0.230
C: -1.8568 -0.1478 -0.4436  -0.176
O: -1.0033 -0.7528 -1.3970  -0.449
C: 0.7473 0.8550 -0.6375  -0.560
H: -0.1190 -0.5766 1.8391  0.241
H: 0.6015 -1.7953 0.7312  0.248
H: -2.3994 -0.8677 0.1676  0.193
H: -1.8078 0.9060 -0.2486  0.213
H: 1.2148 0.5540 -1.5882  0.255
H: 0.6160 1.9443 -0.6613  0.242

***

No. 4
# C25H48N2O5Si

5 unconnected molecules or ions with the total composition C25H48N2O5Si (the ωB97M-V functional and the def2-TZVPD basis, OMol25).

Kohn-Sham gap: 9.86 eV
HOMO level: -9.12 eV
DFT total energy: -47797.70804 eV
SMILES: C[Si](C)(C)OCC[C@H](C#N)CC#N.C1CCOC1.C1CCOC1.C1CCOC1.C1CCOC1

Each line ends with the Löwdin charge.
Cartesian coordinates (Å):
C: -1.7106 0.8176 3.2201  -0.166
Si: -0.3093 0.4311 1.9976  0.450
C: -0.9705 0.8545 0.2551  -0.165
C: 1.1086 1.6458 2.3443  -0.171
O: 0.1479 -1.2002 1.9354  -0.264
C: 0.8295 -1.6551 3.1116  -0.249
C: 1.5481 -3.0100 2.8841  -0.120
C: 3.1021 -2.9798 2.9910  -0.272
C: 3.6076 -2.1831 4.1862  -0.184
N: 3.7831 -1.3125 4.8707  0.166
C: 3.8539 -2.5949 1.6699  -0.112
C: 3.2297 -1.4543 0.9226  -0.190
N: 2.7987 -0.5591 0.3886  0.185
H: -2.3088 -0.0536 3.5441  0.021
H: -1.2656 1.3298 4.1005  0.026
H: -2.4024 1.5534 2.7589  0.036
H: -0.3901 0.2604 -0.4792  0.038
H: -2.0168 0.5003 0.2027  0.031
H: -0.8915 1.9364 0.0699  0.017
H: 1.1444 2.4733 1.6144  0.035
H: 2.0736 1.1049 2.3061  0.008
H: 1.0074 2.0451 3.3765  0.030
H: 1.4747 -0.8446 3.5067  0.097
H: 0.0467 -1.8311 3.8882  0.124
H: 1.3024 -3.3974 1.8736  0.132
H: 1.1540 -3.7595 3.5905  0.111
H: 3.4155 -4.0243 3.1966  0.138
H: 4.8645 -2.2682 1.9735  0.093
H: 3.9587 -3.5046 1.0548  0.131
C: -2.7540 4.4299 -2.9009  -0.175
C: -3.8677 3.5255 -3.3987  -0.173
C: -3.4522 2.1789 -2.8317  -0.195
O: -2.7489 2.4426 -1.6102  -0.167
C: -2.4640 3.8432 -1.5289  -0.209
H: -3.0270 5.4848 -2.8632  0.111
H: -1.8762 4.3269 -3.5454  0.116
H: -4.8217 3.8366 -2.9625  0.118
H: -3.9764 3.5168 -4.4816  0.092
H: -2.7675 1.6568 -3.5088  0.119
H: -4.3041 1.5274 -2.6289  0.116
H: -3.1194 4.2771 -0.7653  0.118
H: -1.4268 3.9881 -1.2198  0.112
C: -3.3068 -4.0044 1.9240  -0.168
C: -3.5094 -3.9455 3.4287  -0.171
C: -2.3241 -4.7495 3.9366  -0.202
O: -1.2635 -4.5658 2.9910  -0.158
C: -1.7936 -3.9398 1.8099  -0.194
H: -3.8075 -3.2032 1.3810  0.114
H: -3.6723 -4.9600 1.5372  0.114
H: -3.4348 -2.9102 3.7731  0.109
H: -4.4675 -4.3460 3.7597  0.112
H: -2.5582 -5.8188 3.9782  0.116
H: -1.9908 -4.4281 4.9252  0.116
H: -1.4417 -2.9052 1.7893  0.099
H: -1.4156 -4.4529 0.9237  0.122
C: 9.0233 -2.4789 1.8490  -0.170
C: 9.1251 -3.8328 2.5319  -0.172
C: 7.7111 -4.0287 3.0520  -0.196
O: 6.8378 -3.3501 2.1380  -0.176
C: 7.6236 -2.5286 1.2614  -0.201
H: 9.7929 -2.3065 1.0973  0.114
H: 9.0885 -1.6816 2.5940  0.117
H: 9.3628 -4.6037 1.7939  0.115
H: 9.8765 -3.8728 3.3198  0.114
H: 7.5841 -3.5746 4.0400  0.120
H: 7.4281 -5.0806 3.1142  0.118
H: 7.6247 -2.9968 0.2715  0.121
H: 7.1670 -1.5407 1.1779  0.119
C: -4.6154 6.5620 -7.7773  -0.174
C: -5.7310 5.6562 -8.2708  -0.175
C: -5.3127 4.3091 -7.7062  -0.200
O: -4.6057 4.5743 -6.4882  -0.163
C: -4.3211 5.9763 -6.4066  -0.206
H: -4.8889 7.6161 -7.7390  0.113
H: -3.7399 6.4595 -8.4242  0.115
H: -6.6830 5.9670 -7.8318  0.115
H: -5.8434 5.6466 -9.3547  0.113
H: -4.6307 3.7873 -8.3858  0.118
H: -6.1632 3.6573 -7.4999  0.118
H: -4.9744 6.4095 -5.6413  0.119
H: -3.2838 6.1215 -6.1003  0.117

***

No. 5
# C32H34BrN3O5

2 unconnected molecules or ions with the total composition C32H34BrN3O5 (the ωB97M-V functional and the def2-TZVPD basis, OMol25).

Kohn-Sham gap: 3.21 eV
HOMO level: -5.84 eV
DFT total energy: -118481.17745 eV

Each line ends with the Löwdin charge.
Cartesian coordinates (Å):
C: 0.3023 -4.0042 4.6696  -0.083
C: -0.8764 -3.3280 4.0270  -0.253
O: -0.7671 -3.5267 2.6040  -0.037
C: -1.7884 -2.9318 1.9251  -0.515
C: -1.5916 -2.9816 0.5023  -0.006
C: -2.6141 -2.7469 -0.4255  -0.241
C: -3.9345 -2.3722 -0.0112  -0.025
C: -4.8842 -1.9276 -0.9250  -0.141
C: -4.5950 -1.9314 -2.2999  -0.729
Br: -5.8597 -1.2449 -3.5133  0.700
C: -3.3537 -2.4226 -2.7586  -0.148
C: -2.3942 -2.8479 -1.8430  -0.065
O: -2.7203 -2.4058 2.5505  -0.003
H: 0.3754 -3.6767 5.7089  0.074
H: 0.1706 -5.0920 4.6780  0.079
H: 1.2362 -3.7505 4.1574  0.077
H: -1.8192 -3.7424 4.4071  0.126
H: -0.8649 -2.2517 4.2434  0.111
H: -0.6396 -3.3875 0.1748  0.101
H: -4.1612 -2.4131 1.0429  0.094
H: -5.8372 -1.5657 -0.5509  0.097
H: -3.1619 -2.4560 -3.8279  0.092
H: -1.4549 -3.2920 -2.1938  0.107
C: 1.5820 1.0531 -4.4402  -0.006
N: 1.8836 1.0261 -3.0303  -0.036
C: 3.1631 0.9752 -2.5538  -0.363
O: 4.1852 0.8887 -3.2282  0.089
C: 3.0658 1.0040 -1.0194  -0.150
C: 3.7437 2.2313 -0.3826  -0.085
C: 5.2323 2.3010 -0.6820  -0.238
C: 5.7589 3.3600 -1.4333  -0.042
C: 7.1030 3.3437 -1.8169  -0.073
C: 7.9390 2.3011 -1.3871  -0.083
C: 7.4214 1.2706 -0.5909  -0.074
C: 6.0712 1.2785 -0.2249  -0.046
N: 1.6144 0.9405 -0.8058  0.034
C: 1.0708 0.8483 0.4172  0.005
C: -0.3037 0.7960 0.6345  -0.081
C: -0.8831 0.5435 1.8653  0.029
C: -2.2792 0.6748 2.1370  -0.197
C: -2.7566 0.7085 3.4822  -0.005
C: -4.0981 0.8065 3.7826  0.028
C: -5.0315 0.8947 2.7240  -0.136
N: -6.4288 0.8397 2.9733  -0.315
O: -7.2059 0.8116 1.9867  0.051
O: -6.8512 0.8128 4.1488  0.063
C: -4.5996 0.9093 1.3841  0.022
C: -3.2501 0.8159 1.0972  0.016
C: 0.8208 0.9939 -2.0423  -0.462
C: -0.0257 2.2770 -2.1719  0.014
C: -0.0718 -0.2338 -2.2589  0.008
H: 2.5104 1.0917 -5.0123  0.100
H: 1.0113 0.1597 -4.7272  0.097
H: 0.9688 1.9348 -4.6665  0.093
H: 3.5647 0.0996 -0.6179  0.166
H: 3.2442 3.1397 -0.7565  0.127
H: 3.5751 2.1742 0.7073  0.120
H: 5.0836 4.1612 -1.7513  0.114
H: 7.4914 4.1459 -2.4514  0.106
H: 8.9956 2.2929 -1.6717  0.104
H: 8.0590 0.4506 -0.2455  0.106
H: 5.6363 0.4808 0.3863  0.114
H: 1.7730 0.8701 1.2577  0.149
H: -0.9635 0.9716 -0.2151  0.066
H: -0.2128 0.3618 2.7091  0.131
H: -2.0174 0.6842 4.2860  0.122
H: -4.4687 0.8085 4.8051  0.124
H: -5.3482 0.9798 0.5969  0.124
H: -2.9459 0.8660 0.0515  0.116
H: 0.6245 3.1645 -2.1569  0.103
H: -0.5721 2.2344 -3.1233  0.091
H: -0.7520 2.3712 -1.3623  0.075
H: 0.5324 -1.1514 -2.2932  0.111
H: -0.8006 -0.3511 -1.4554  0.066
H: -0.6253 -0.1140 -3.1997  0.095

***

No. 6
# C15H30N2O2

A single C15H30N2O2 molecule (the ωB97M-V functional and the def2-TZVPD basis, OMol25).

Kohn-Sham gap: 10.11 eV
HOMO level: -9.26 eV
DFT total energy: -23118.99881 eV
ΔE to the lowest compared entry with this formula, charge and spin: 0.00 kcal per mole
SMILES: CCCCCC(=O)NC[C@@H](C)NC(=O)CCCCC

Each line ends with the natural charge from an NBO analysis.
Cartesian coordinates (Å):
C: -0.7569 -3.4815 1.5446  -0.622
C: -2.1985 -3.3507 1.0690  -0.382
C: -2.4501 -2.0456 0.3113  -0.418
C: -2.3544 -0.8146 1.2115  -0.387
C: -2.9057 0.4633 0.5636  -0.489
C: -1.9810 1.0204 -0.4994  0.694
O: -1.1700 1.8996 -0.2740  -0.659
N: -2.1556 0.4994 -1.7354  -0.617
C: -1.3457 0.9111 -2.8570  -0.230
C: -0.0548 0.0845 -3.0021  -0.067
C: 0.7503 0.5560 -4.2104  -0.609
N: 0.7351 0.1947 -1.7963  -0.623
C: 0.9333 -0.8484 -0.9654  0.696
O: 0.5524 -1.9746 -1.2355  -0.663
C: 1.7067 -0.5629 0.3091  -0.485
C: 1.8070 0.8960 0.7461  -0.432
C: 2.3905 1.0025 2.1553  -0.382
C: 2.4402 2.4400 2.6740  -0.390
C: 3.4597 3.3075 1.9448  -0.607
H: -0.5347 -2.7503 2.3186  0.192
H: -0.0802 -3.3279 0.7071  0.234
H: -0.5816 -4.4726 1.9568  0.207
H: -2.8800 -3.4175 1.9216  0.187
H: -2.4228 -4.1839 0.3994  0.201
H: -1.7200 -1.9803 -0.4966  0.225
H: -3.4529 -2.0886 -0.1258  0.187
H: -1.3167 -0.6420 1.4985  0.205
H: -2.9269 -1.0028 2.1236  0.205
H: -3.0046 1.2322 1.3319  0.235
H: -3.8908 0.2673 0.1353  0.207
H: -2.7210 -0.3270 -1.8416  0.402
H: -1.9391 0.8343 -3.7705  0.205
H: -1.0791 1.9586 -2.6867  0.219
H: -0.3013 -0.9788 -3.1061  0.232
H: 1.6656 -0.0235 -4.2946  0.223
H: 1.0106 1.6069 -4.1044  0.202
H: 0.1731 0.4298 -5.1222  0.210
H: 0.9259 1.1289 -1.4703  0.414
H: 1.2341 -1.1572 1.0951  0.227
H: 2.7083 -0.9807 0.1675  0.229
H: 2.4503 1.4435 0.0544  0.193
H: 0.8171 1.3581 0.7408  0.235
H: 3.3977 0.5780 2.1674  0.191
H: 1.7750 0.4085 2.8357  0.199
H: 2.6944 2.4178 3.7365  0.198
H: 1.4488 2.8878 2.5787  0.200
H: 3.5181 4.2897 2.4084  0.210
H: 4.4469 2.8512 1.9847  0.199
H: 3.1834 3.4441 0.9027  0.200